# 1
The following is a quantum chemistry calculation of C2H5NOS in the gas phase, from the Open Molecules 2025 dataset.

Computed properties:
- E: -607.341695 hartree
- HOMO-LUMO gap: 9.34 eV
- Relative energy (zero: lowest compared OMol25 entry of this formula, charge and spin): 40.9 kcal per mole
- SMILES: NCC(O)=S

The geometry in XYZ format:
```
10
Properties=species:S:1:pos:R:3:nbo_charge:R:1
N -0.1940 -0.7132 -1.4315 -0.85
C -0.5376 0.3596 -0.4820 -0.30
C 0.1255 0.4244 0.8758 0.19
O 1.1535 -0.4588 1.1437 -0.67
S -0.3165 1.3404 2.0947 -0.09
H -0.6083 -1.5420 -1.1717 0.37
H 0.7842 -0.7244 -1.9319 0.40
H -0.0096 1.2679 -0.9680 0.23
H -1.5240 0.4913 -0.2765 0.23
H 1.1270 -0.4453 2.1473 0.50
```

---

# 2
The following is a quantum chemistry calculation of C22H15BrN4O4 in the gas phase, from the Open Molecules 2025 dataset.

Computed properties:
- E: -3941.305213 hartree
- HOMO-LUMO gap: 8.40 eV
- SMILES: Cc1cc(C(=O)Nn2c(-c3ccc(Br)cc3)nc3ccccc3c2=O)ccc1[N+](=O)[O-]

The geometry in XYZ format:
```
46
Properties=species:S:1:pos:R:3:nbo_charge:R:1
C 1.6805 -1.9102 3.1288 -0.65
C 0.5055 -1.0137 2.9371 0.12
C -0.3858 -1.2835 1.9006 -0.23
C -1.4917 -0.4852 1.6565 -0.11
C -2.4625 -0.7934 0.5625 0.67
O -3.6451 -0.9379 0.7575 -0.56
N -1.9788 -0.8365 -0.7180 -0.44
N -0.6602 -0.7274 -1.1386 -0.29
C -0.2146 0.4523 -1.7124 0.44
C -1.1511 1.5888 -1.7969 -0.02
C -1.4435 2.1156 -3.0521 -0.17
C -2.3110 3.1833 -3.1769 -0.24
C -2.8754 3.7328 -2.0367 -0.07
Br -4.0725 5.1992 -2.2017 0.07
C -2.5733 3.2389 -0.7783 -0.23
C -1.7097 2.1661 -0.6622 -0.20
N 0.9536 0.5915 -2.2125 -0.48
C 1.8316 -0.4588 -2.1884 0.25
C 3.1232 -0.2822 -2.6936 -0.23
C 4.0084 -1.3367 -2.6933 -0.17
C 3.6312 -2.5854 -2.1993 -0.22
C 2.3618 -2.7786 -1.7033 -0.14
C 1.4541 -1.7171 -1.6873 -0.23
C 0.1060 -1.9091 -1.1781 0.67
O -0.3757 -2.9523 -0.7938 -0.59
C -1.7651 0.5953 2.4959 -0.20
C -0.8923 0.8937 3.5170 -0.16
C 0.2396 0.1080 3.7314 -0.01
N 1.1011 0.5087 4.8174 0.53
O 0.9736 1.6422 5.2321 -0.38
O 1.8966 -0.2924 5.2578 -0.37
H 1.7521 -2.6177 2.3065 0.21
H 2.6060 -1.3408 3.1957 0.24
H 1.5852 -2.4608 4.0636 0.24
H -0.2224 -2.1649 1.3014 0.24
H -2.6485 -1.1560 -1.4118 0.41
H -0.9877 1.6814 -3.9282 0.23
H -2.5457 3.5887 -4.1487 0.23
H -3.0054 3.6906 0.1010 0.23
H -1.4460 1.7994 0.3170 0.22
H 3.3968 0.6884 -3.0747 0.23
H 5.0062 -1.1984 -3.0820 0.22
H 4.3376 -3.4013 -2.2086 0.22
H 2.0421 -3.7355 -1.3193 0.24
H -2.6597 1.1791 2.3435 0.24
H -1.0691 1.7320 4.1738 0.25
```

---

# 3
The following is a quantum chemistry calculation of a molecular structure, C13H35GeOSSe3Si3TeTi, from the Open Molecules 2025 dataset.

Computed properties:
- E: -12256.530302 hartree
- HOMO-LUMO gap (spin up / spin down): 6.39 / 5.57 eV
- Relative energy (zero: lowest compared OMol25 entry of this formula, charge and spin): 13.1 kcal per mole
- Net charge: +2
- 2S+1: 2

The geometry in XYZ format:
```
59
Properties=species:S:1:pos:R:3:nbo_charge:R:1
Ti -0.3924 0.0106 0.5332 0.84
Se 0.8852 0.0937 -1.6028 -0.21
Se 1.6039 2.2203 -2.1715 0.06
Te 1.6891 3.4659 -0.0547 0.72
Se 0.0366 2.3768 1.3671 -0.37
C -2.1550 2.3736 -3.0914 -1.13
Si -3.2828 2.3057 -1.6105 1.43
C -3.1051 3.8247 -0.5248 -1.13
C -5.0620 2.0391 -2.1211 -1.13
Ge -2.6660 0.2728 -0.4034 -0.23
Si -2.8159 0.3063 2.0826 1.28
C -4.1412 -0.9464 2.4883 -1.10
C -1.2161 -0.3437 2.9362 -1.12
C -3.2610 1.9837 2.7578 -1.12
Si -3.4699 -1.7870 -1.3779 1.39
C -2.9097 -3.2921 -0.4193 -1.12
C -5.3331 -1.6752 -1.3700 -1.12
C -2.7387 -1.7904 -3.0927 -1.13
H -2.5081 3.1495 -3.7762 0.27
H -2.1173 1.4348 -3.6452 0.25
H -1.1367 2.6303 -2.7934 0.23
H -4.0670 4.3208 -0.3829 0.27
H -2.4310 4.5444 -0.9964 0.26
H -2.7024 3.6001 0.4628 0.24
H -5.4280 2.9487 -2.6058 0.27
H -5.7249 1.8224 -1.2816 0.25
H -5.1479 1.2297 -2.8490 0.25
H -3.9076 -1.9462 2.1250 0.25
H -5.1004 -0.6416 2.0676 0.26
H -4.2608 -0.9981 3.5742 0.27
H -1.1765 -1.4324 2.9345 0.27
H -1.3306 -0.0174 3.9744 0.31
H -0.1936 0.0366 2.7204 0.22
H -4.1199 2.3994 2.2262 0.26
H -2.4642 2.7245 2.7264 0.25
H -3.5536 1.8596 3.8049 0.27
H -3.4563 -3.4122 0.5173 0.25
H -1.8464 -3.2603 -0.1869 0.22
H -3.1083 -4.1809 -1.0263 0.26
H -5.7417 -1.6002 -0.3611 0.25
H -5.7360 -2.5884 -1.8196 0.27
H -5.7043 -0.8318 -1.9532 0.25
H -1.6470 -1.7973 -3.0844 0.24
H -3.0575 -0.9232 -3.6737 0.25
H -3.0716 -2.6828 -3.6319 0.26
O -0.0055 -1.8919 0.5408 -1.00
S 1.3323 -2.7192 0.6584 1.23
C 0.7894 -4.2328 1.5187 -0.56
C 1.0410 -5.4000 0.5644 -0.42
C 0.7608 -4.8786 -0.8398 -0.42
C 1.5113 -3.5578 -0.9358 -0.57
H -0.2742 -4.0688 1.6969 0.26
H 1.3143 -4.2928 2.4700 0.27
H 0.4020 -6.2393 0.8341 0.26
H 2.0755 -5.7372 0.6504 0.23
H -0.3091 -4.7200 -0.9922 0.23
H 1.1087 -5.5648 -1.6102 0.26
H 1.1936 -2.8609 -1.7104 0.27
H 2.5908 -3.7039 -1.0336 0.26
```

---

# 4
The following is a quantum chemistry calculation of C12H13BO2 in the gas phase, from the Open Molecules 2025 dataset.

Computed properties:
- E: -640.509900 hartree
- HOMO-LUMO gap: 8.22 eV
- Relative energy (zero: lowest compared OMol25 entry of this formula, charge and spin): 0.0 kcal per mole
- SMILES: OB(O)CCc1cccc2ccccc12

The geometry in XYZ format:
```
28
Properties=species:S:1:pos:R:3:nbo_charge:R:1
O -1.5767 -0.7152 -4.0912 -0.89
B -1.8243 0.1108 -2.9985 1.13
O -1.7779 1.4885 -3.1313 -0.90
C -2.0208 -0.6015 -1.6295 -0.78
C -0.7555 -1.1006 -0.9677 -0.41
C 0.0249 -0.0427 -0.2172 0.00
C 0.2757 1.1883 -0.7523 -0.22
C 1.0620 2.1422 -0.1402 -0.21
C 1.4338 1.9273 1.1313 -0.19
C 1.2157 0.6910 1.7751 -0.07
C 1.7544 0.3963 3.0579 -0.17
C 1.5813 -0.7905 3.6566 -0.22
C 0.8832 -1.8151 2.9971 -0.21
C 0.3974 -1.5785 1.7511 -0.21
C 0.4888 -0.3109 1.1033 0.01
H -1.3291 -0.2342 -4.9161 0.48
H -1.5969 1.8008 -4.0312 0.48
H -2.5336 0.1368 -1.0203 0.23
H -2.7113 -1.4101 -1.8221 0.24
H -0.9778 -1.8901 -0.2671 0.21
H -0.1211 -1.5866 -1.7183 0.22
H -0.1266 1.3558 -1.7432 0.22
H 1.2020 3.1175 -0.5897 0.21
H 2.0206 2.6922 1.6318 0.21
H 2.3845 1.1440 3.5324 0.21
H 1.9128 -0.9581 4.6596 0.21
H 0.6895 -2.7355 3.5234 0.21
H 0.0253 -2.4220 1.2163 0.20
```

---

# 5
The following is a quantum chemistry calculation of a molecular structure, C4H11O3, from the Open Molecules 2025 dataset.

Computed properties:
- E: -384.662547 hartree
- HOMO-LUMO gap: 7.18 eV
- Relative energy (zero: lowest compared OMol25 entry of this formula, charge and spin): 57.2 kcal per mole
- Net charge: -1

The geometry in XYZ format:
```
18
Properties=species:S:1:pos:R:3:nbo_charge:R:1
C 3.6295 -1.5168 0.1355 -0.22
O 2.8948 -1.1065 -0.9703 -0.84
H 4.2905 -0.7170 0.5316 0.13
H 2.9898 -1.8490 0.9809 0.13
H 4.2810 -2.3727 -0.1198 0.14
O 0.7725 0.9493 -0.7628 -0.93
H 2.0098 -0.2324 -0.7480 0.54
C -3.4083 0.2267 -0.6260 -0.24
O -2.1968 0.9299 -0.6288 -0.54
C -1.3321 0.5490 0.4177 -0.09
C -0.0081 1.2956 0.3197 -0.04
H -4.0265 0.6115 -1.4472 0.17
H -3.2436 -0.8557 -0.7782 0.16
H -3.9522 0.3654 0.3264 0.14
H -1.1479 -0.5424 0.3706 0.15
H -1.8096 0.7671 1.3943 0.12
H 0.5048 1.1159 1.2939 0.10
H -0.2475 2.3822 0.3104 0.11
```

---

# 6
The following is a quantum chemistry calculation of C22H22N2O4 in the gas phase, from the Open Molecules 2025 dataset.

Computed properties:
- E: -1261.915989 hartree
- HOMO-LUMO gap: 9.30 eV
- Relative energy (zero: lowest compared OMol25 entry of this formula, charge and spin): 108.6 kcal per mole
- SMILES: CC1=C([C@@H](C)c2cccc(Oc3ccccc3)c2)O[C@H]2/C(=N/O)CCN2C1=O

The geometry in XYZ format:
```
50
Properties=species:S:1:pos:R:3:nbo_charge:R:1
C 3.4543 0.4355 0.4295 -0.63
C 2.2974 0.3019 -0.5093 -0.20
C 1.2501 1.1865 -0.6326 0.42
C 1.1161 2.5292 0.1661 -0.28
C 0.2480 3.5596 -0.5967 -0.60
C 0.5685 2.2986 1.5705 0.02
C 1.1163 2.8989 2.6857 -0.24
C 0.5370 2.6831 3.9440 -0.18
C -0.4584 1.6761 4.1307 -0.28
C -0.9425 1.0020 2.9847 0.38
O -1.8724 -0.0112 3.1650 -0.50
C -1.8458 -1.0104 2.2275 0.27
C -0.6577 -1.7763 2.0004 -0.22
C -0.6412 -2.8125 0.9973 -0.22
C -1.8346 -3.0907 0.3430 -0.24
C -2.9760 -2.3738 0.6056 -0.19
C -2.9790 -1.2989 1.4777 -0.26
C -0.4888 1.4096 1.7535 -0.32
O 0.3120 0.9140 -1.5951 -0.51
C -0.0377 -0.4709 -1.6650 0.22
C -1.0185 -0.9507 -2.7316 0.21
N -2.2752 -0.5410 -2.9018 -0.10
O -2.9536 -0.8400 -4.1004 -0.57
C -0.3787 -1.9747 -3.6912 -0.49
C 1.0518 -2.1606 -3.1625 -0.20
N 1.1138 -1.2492 -2.0082 -0.46
C 2.2882 -0.9195 -1.3495 0.67
O 3.2508 -1.6266 -1.5306 -0.61
H 3.2738 1.2245 1.1841 0.21
H 4.3828 0.7066 -0.0917 0.23
H 3.6175 -0.4478 1.0355 0.23
H 2.1257 2.9348 0.2580 0.23
H 0.2287 4.5033 -0.0112 0.22
H 0.6152 3.6974 -1.6101 0.22
H -0.8012 3.2189 -0.6388 0.22
H 1.9352 3.5877 2.5371 0.21
H 0.8958 3.2587 4.7829 0.22
H -0.8430 1.4637 5.1356 0.23
H 0.2414 -1.5565 2.5832 0.22
H 0.2551 -3.3514 0.6921 0.23
H -1.8807 -3.8886 -0.3533 0.21
H -3.9019 -2.6250 0.0305 0.22
H -3.8937 -0.6922 1.6116 0.23
H -0.9896 0.9877 0.8757 0.23
H -0.4483 -0.8067 -0.6899 0.20
H -3.7919 -0.3290 -4.1915 0.49
H -0.9252 -2.9368 -3.6984 0.23
H -0.3840 -1.6286 -4.7077 0.24
H 1.2107 -3.2096 -2.8650 0.20
H 1.8333 -1.8989 -3.8750 0.21
```

---

# 7
The following is a quantum chemistry calculation of a molecular structure, C5H5NO4Sr, from the Open Molecules 2025 dataset.

Computed properties:
- E: -579.437839 hartree
- HOMO-LUMO gap: 10.25 eV
- Relative energy (zero: lowest compared OMol25 entry of this formula, charge and spin): 0.0 kcal per mole
- Net charge: +2

The geometry in XYZ format:
```
16
Properties=species:S:1:pos:R:3:nbo_charge:R:1
O -1.1361 -2.3695 -4.6573 -0.38
C -1.2302 -1.6503 -3.7679 0.41
Sr -1.0525 0.5220 -1.1520 1.82
C -3.4290 -0.3413 -0.4608 0.37
C -1.8265 2.8667 -1.9353 0.36
O -4.4361 -0.7091 -0.0283 -0.32
O -2.0862 3.9395 -2.2693 -0.31
C 2.5630 0.0837 0.9705 -0.72
C 1.1778 -0.2436 1.3811 0.73
N 0.9263 -0.7132 2.6039 -0.71
O 0.1726 -0.0867 0.6014 -0.93
H 3.2575 -0.0906 1.8079 0.26
H 2.6138 1.1377 0.6595 0.26
H 2.8473 -0.5448 0.1132 0.27
H -0.0347 -0.9430 2.8560 0.43
H 1.6730 -0.8576 3.2773 0.44
```

---

# 8
The following is a quantum chemistry calculation of a molecular structure, C14H33AuGeO4S, from the Open Molecules 2025 dataset.

Computed properties:
- E: -3463.733496 hartree
- HOMO-LUMO gap (spin up / spin down): 9.98 / 5.09 eV
- Net charge: +3
- 2S+1: 4

The geometry in XYZ format:
```
54
Properties=species:S:1:pos:R:3:nbo_charge:R:1
Au 0.2324 -0.5669 0.3260 1.20
C 2.9262 0.9235 1.6061 -0.61
C 2.0455 2.1196 1.1711 0.31
C 1.5632 2.8032 2.5528 -0.49
C 2.7863 3.1759 0.3550 -0.66
O 0.9191 1.6681 0.5573 -0.66
Ge 0.0537 2.0971 -1.2814 1.54
O 1.0037 0.2822 -1.6997 -0.65
C 1.0407 -0.4543 -2.8520 0.31
C 2.6022 -0.7577 -3.1056 -0.50
C 0.4846 0.2969 -4.0534 -0.67
C 0.3859 -1.8378 -2.6309 -0.61
O -1.3615 0.8679 -0.6359 -0.89
C -2.6285 1.1308 -0.0688 0.26
C -2.6402 0.5910 1.3840 -0.62
C -2.8899 2.6393 -0.0649 -0.64
C -3.7052 0.3843 -0.8770 -0.63
H 3.7865 1.2839 2.1648 0.28
H 3.2691 0.4126 0.7028 0.24
H 2.3675 0.2219 2.2297 0.23
H 2.4641 3.1059 3.0822 0.27
H 0.9962 2.0872 3.1437 0.24
H 0.9524 3.6718 2.3149 0.25
H 3.6965 3.4769 0.8684 0.28
H 2.1719 4.0651 0.2000 0.25
H 3.0538 2.7615 -0.6218 0.24
H 3.1128 0.1850 -3.2898 0.25
H 2.6498 -1.3953 -3.9862 0.27
H 3.0364 -1.2633 -2.2456 0.23
H 1.0486 1.2117 -4.2449 0.25
H -0.5628 0.5611 -3.8748 0.24
H 0.5345 -0.3254 -4.9438 0.28
H 0.8468 -2.3692 -1.7945 0.22
H 0.4952 -2.4366 -3.5324 0.28
H -0.6751 -1.6781 -2.4245 0.25
H -1.8258 1.0589 1.9452 0.21
H -2.5101 -0.4929 1.3749 0.20
H -3.5884 0.8304 1.8586 0.27
H -2.0925 3.1694 0.4697 0.21
H -3.8365 2.8504 0.4264 0.27
H -2.9418 3.0190 -1.0876 0.23
H -3.4996 -0.6861 -0.9127 0.21
H -3.7332 0.7745 -1.8950 0.23
H -4.6767 0.5399 -0.4128 0.25
C -0.5429 -4.9024 1.3351 -0.80
S -1.2372 -3.3276 1.8393 1.28
C -1.0474 -3.4423 3.6185 -0.80
O -0.1760 -2.2900 1.4103 -0.96
H -1.2290 -5.6802 1.6747 0.29
H 0.4416 -5.0341 1.7813 0.27
H -0.4854 -4.9256 0.2488 0.27
H -1.7563 -4.1936 3.9710 0.29
H -1.2986 -2.4785 4.0569 0.27
H -0.0267 -3.7289 3.8668 0.27
```